17
Properties=species:S:1:pos:R:3:lowdin_spin:R:1 method="wB97M-V/def2-TZVPD" orbital_gap_ha="0.2424 / 0.2522" multiplicity=3 total_energy_ha=-719.3785 relative_energy_kj_mol=204.7 e_homo_ev="-15.9687 / -20.8008" molar_mass_g_mol=131.2 total_charge=+2
C -0.593 1.864 1.133 0.1429
C -0.277 -0.497 0.821 0.1860
C 0.104 -1.693 1.459 0.0349
C 0.006 1.335 -2.505 0.0823
N -0.852 2.223 -0.037 0.4227
N -0.405 0.615 1.612 0.2027
N -0.365 -0.370 -0.483 0.2918
S -1.226 0.987 -1.270 0.5757
H -0.353 2.811 1.751 0.0117
H 1.097 -1.803 2.040 0.0075
H 0.071 -2.589 0.729 -0.0004
H -0.595 -1.892 2.333 0.0183
H 0.467 2.325 -2.205 0.0074
H -0.355 1.304 -3.557 -0.0010
H 0.793 0.570 -2.252 0.0077
H -0.043 0.550 2.488 0.0049
H -0.007 -1.112 -1.107 0.0048

***

17
Properties=species:S:1:pos:R:3:nbo_charge:R:1 method="wB97M-V/def2-TZVPD" orbital_gap_ha=0.3466 multiplicity=1 total_energy_ha=-376.4876 relative_energy_kj_mol=313.4 e_homo_ev=-14.5035 molar_mass_g_mol=113.1 total_charge=+1
C 0.507 1.882 0.048 -0.0402
C -0.606 0.069 -0.932 0.2777
C 0.610 0.415 0.124 0.3038
C -1.015 -1.367 -1.381 -0.6693
N -0.286 2.286 -0.870 -0.1165
N -1.069 1.196 -1.336 -0.2448
N 1.801 -0.231 0.221 -0.7559
N -0.495 -0.149 1.674 -0.8529
H 1.165 2.536 0.678 0.2371
H -0.959 -1.296 -2.475 0.2788
H -2.094 -1.485 -1.047 0.2675
H -0.298 -2.031 -0.962 0.2169
H 2.709 -0.010 0.566 0.4421
H 1.837 -1.147 -0.253 0.4135
H -0.593 0.708 2.249 0.4231
H 0.133 -0.737 2.146 0.4025
H -1.346 -0.639 1.551 0.4168

***

15
Properties=species:S:1:pos:R:3:nbo_charge:R:1 method="wB97M-V/def2-TZVPD" smiles="CCCNC=O" orbital_gap_ha=0.3912 multiplicity=1 total_energy_ha=-287.7806 relative_energy_kj_mol=136.1 e_homo_ev=-9.6846 molar_mass_g_mol=87.1 total_charge=0
C 1.012 -0.036 1.420 -0.6062
C 1.062 0.639 0.063 -0.4170
C -0.373 0.874 -0.474 -0.1920
N -1.437 -0.336 -0.270 -0.6575
C -1.141 -1.257 -1.198 0.5014
O -0.208 -1.057 -1.951 -0.6368
H 2.001 -0.143 1.873 0.2119
H 0.378 0.551 2.094 0.1952
H 0.564 -1.027 1.311 0.2074
H 1.688 0.066 -0.636 0.2241
H 1.554 1.624 0.159 0.2062
H -0.268 1.178 -1.538 0.2368
H -0.853 1.676 0.065 0.1888
H -2.234 -0.572 0.355 0.4142
H -1.744 -2.178 -1.273 0.1235

***

15
Properties=species:S:1:pos:R:3:nbo_charge:R:1 method="wB97M-V/def2-TZVPD" smiles="[H]/N=C(/C)OCC" orbital_gap_ha=0.4067 multiplicity=1 total_energy_ha=-287.7505 relative_energy_kj_mol=215.0 e_homo_ev=-10.0318 molar_mass_g_mol=87.1 total_charge=0
C 1.613 -0.854 1.152 -0.6507
C 0.764 0.366 0.863 -0.0624
O -0.607 0.093 0.781 -0.5748
H 0.954 1.189 1.564 0.1838
H 1.904 -1.350 0.220 0.2082
H 2.532 -0.575 1.675 0.2160
H 1.069 -1.576 1.766 0.2203
C -1.757 1.040 -1.154 -0.6985
C -0.805 -0.020 -0.711 0.5704
N -0.483 -1.065 -1.350 -0.6627
H -0.171 -1.825 -0.750 0.3628
H 0.976 0.699 -0.241 0.1637
H -1.782 1.872 -0.449 0.2364
H -1.451 1.403 -2.138 0.2388
H -2.756 0.604 -1.229 0.2488